#A
{
  "formula": "C2H4O3P",
  "method": "wB97M-V/def2-TZVPD",
  "elements": ["C", "C", "O", "O", "O", "P", "H", "H", "H", "H"],
  "positions_angstrom": [[0.076, -0.894, -0.008], [0.699, 0.488, -0.126], [-2.045, -0.047, 1.258], [0.578, -1.929, 0.275], [-2.120, 0.517, -1.205], [-1.777, -0.468, -0.134], [0.536, 0.597, -1.210], [1.737, 0.478, 0.369], [0.056, 1.164, 0.375], [-2.676, -1.932, -0.309]],
  "lumo_energy_ha": 0.1518,
  "homo_energy_ha": -0.1572,
  "total_charge": -1
}

#B
{
  "formula": "C2H4O3P",
  "method": "wB97M-V/def2-TZVPD",
  "elements": ["C", "C", "O", "P", "O", "O", "H", "H", "H", "H"],
  "positions_angstrom": [[-0.519, 1.234, 0.737], [-0.024, 0.518, -0.488], [-0.283, 1.092, -1.545], [1.290, -0.860, -0.402], [1.497, -1.441, -1.757], [0.439, -2.114, 0.453], [-0.313, 0.534, 1.600], [-1.632, 1.229, 0.595], [-0.349, 2.281, 1.053], [-0.106, -2.474, -0.245]],
  "smiles": "CC(=O)P([O-])O",
  "lumo_energy_ha": 0.1535,
  "homo_energy_ha": -0.1048,
  "total_charge": -1
}

The most stable arrangement is #A, and the next structure is 0.0122 hartree less stable.

#A
{
  "formula": "C5H13NO3",
  "method": "wB97M-V/def2-TZVPD",
  "elements": ["N", "C", "C", "O", "O", "H", "H", "H", "H", "H", "C", "C", "C", "O", "H", "H", "H", "H", "H", "H", "H", "H"],
  "positions_angstrom": [[-3.042, -0.638, -0.583], [-2.586, 0.679, -0.196], [-1.333, 0.684, 0.656], [-0.966, -0.315, 1.307], [-0.770, 1.865, 0.835], [-2.365, -1.088, -1.187], [-3.158, -1.223, 0.237], [-2.409, 1.295, -1.079], [-3.372, 1.163, 0.394], [0.157, 1.718, 1.174], [0.943, 0.312, -1.153], [1.977, 0.088, 0.202], [2.362, -1.382, 0.230], [1.418, 0.486, 1.388], [0.143, -0.422, -1.223], [1.639, 0.047, -1.946], [0.687, 1.356, -1.320], [2.829, 0.736, -0.025], [1.471, -1.995, 0.375], [2.853, -1.676, -0.694], [3.045, -1.565, 1.060], [0.477, -0.128, 1.549]],
  "smiles": "NCC(=O)O.CC(C)O",
  "lumo_energy_ha": 0.0301,
  "homo_energy_ha": -0.3536
}

#B
{
  "formula": "C5H13NO3",
  "method": "wB97M-V/def2-TZVPD",
  "elements": ["C", "C", "O", "N", "C", "C", "C", "O", "H", "H", "H", "H", "H", "H", "H", "H", "H", "H", "H", "O", "H", "H"],
  "positions_angstrom": [[-1.501, -1.395, 1.632], [-0.432, -0.586, 0.941], [0.657, -0.282, 1.515], [-0.658, -0.311, -0.349], [0.280, 0.352, -1.255], [0.766, 1.696, -0.715], [1.452, -0.587, -1.575], [1.033, -1.779, -2.216], [-1.625, -2.353, 1.124], [-2.448, -0.857, 1.620], [-1.212, -1.572, 2.664], [-1.532, -0.626, -0.740], [-0.285, 0.526, -2.179], [1.262, 2.254, -1.508], [1.472, 1.543, 0.097], [-0.071, 2.271, -0.326], [1.921, -0.894, -0.640], [2.188, -0.049, -2.185], [0.707, -1.560, -3.096], [-0.859, 1.573, 2.105], [0.079, 0.917, 2.095], [-1.194, 1.718, 2.993]],
  "smiles": "CC(=O)N[C@@H](C)CO.O",
  "lumo_energy_ha": 0.0227,
  "homo_energy_ha": -0.3585
}

The most stable arrangement is #B, and the next structure is 0.0067 hartree less stable.

#A
{
  "formula": "CH4I2Si",
  "method": "wB97M-V/def2-TZVPD",
  "elements": ["C", "Si", "I", "I", "H", "H", "H", "H"],
  "positions_angstrom": [[0.669, 0.286, -0.583], [-0.886, 0.099, 0.578], [2.232, 1.465, -0.179], [1.508, -2.371, -0.392], [0.364, 0.243, -1.710], [-0.888, -1.099, 1.365], [-1.689, 0.257, -0.602], [-1.310, 1.120, 1.522]],
  "lumo_energy_ha": [-0.0690, -0.0691],
  "homo_energy_ha": [-0.3337, -0.3336]
}

#B
{
  "formula": "CH4I2Si",
  "method": "wB97M-V/def2-TZVPD",
  "elements": ["C", "Si", "I", "I", "H", "H", "H", "H"],
  "positions_angstrom": [[-0.655, -0.555, 0.242], [1.855, 1.548, 0.581], [3.499, 0.375, 2.082], [1.125, 3.604, 1.562], [-1.439, -0.185, -0.486], [0.082, -1.240, -0.059], [-0.833, -0.634, 1.228], [2.422, 1.606, -0.665]],
  "lumo_energy_ha": [-0.0463, -0.0139],
  "homo_energy_ha": [-0.3333, -0.2903]
}

The most stable arrangement is #B, and the next structure is 0.0286 hartree less stable.

#A
{
  "formula": "C3H5N2OS",
  "method": "wB97M-V/def2-TZVPD",
  "elements": ["O", "C", "C", "N", "S", "C", "N", "H", "H", "H", "H", "H"],
  "positions_angstrom": [[1.817, -0.092, 2.008], [1.008, 0.002, 1.132], [0.960, 0.085, -0.411], [-0.543, -0.008, -0.693], [-1.152, -0.275, -2.273], [-1.192, -0.058, 0.425], [-0.348, -0.114, 1.432], [1.526, 0.916, -0.743], [1.404, -0.860, -0.892], [-0.714, 0.955, -2.758], [-2.188, -0.131, 0.395], [-0.579, -0.421, 2.379]],
  "smiles": "O=C1CN(S)C=[NH+]1",
  "lumo_energy_ha": -0.1816,
  "homo_energy_ha": -0.5428,
  "total_charge": 1
}

#B
{
  "formula": "C3H5N2OS",
  "method": "wB97M-V/def2-TZVPD",
  "elements": ["C", "C", "C", "N", "N", "O", "S", "H", "H", "H", "H", "H"],
  "positions_angstrom": [[-2.080, -0.228, 1.744], [-0.001, 0.177, 0.517], [-1.043, -0.297, -1.674], [-0.878, -0.590, 1.445], [1.336, 0.157, 0.821], [-0.277, 0.160, -0.756], [-3.467, 0.053, 2.345], [-1.019, 0.074, -2.707], [-1.954, -0.861, -1.439], [-0.262, -1.133, 2.138], [1.726, -0.001, -0.182], [1.745, 0.943, 1.338]],
  "lumo_energy_ha": [-0.2207, -0.2207],
  "homo_energy_ha": [-0.4201, -0.4202],
  "total_charge": 1
}

The most stable arrangement is #A, and the next structure is 0.1654 hartree less stable.

#A
{
  "formula": "C40H40BrN11O4Ti",
  "method": "wB97M-V/def2-TZVPD",
  "elements": ["Ti", "O", "C", "C", "C", "C", "C", "C", "C", "O", "N", "N", "C", "C", "Br", "C", "C", "C", "C", "C", "C", "C", "H", "H", "H", "H", "H", "H", "H", "H", "H", "H", "H", "H", "H", "H", "C", "C", "C", "C", "N", "C", "N", "C", "N", "C", "N", "C", "C", "C", "C", "C", "N", "C", "C", "C", "C", "C", "C", "H", "H", "H", "H", "H", "H", "H", "H", "H", "H", "H", "H", "N", "C", "C", "C", "C", "N", "C", "N", "N", "C", "O", "O", "H", "H", "H", "H", "H", "H", "H", "H", "H", "H", "H", "H", "H", "H"],
  "positions_angstrom": [[-0.928, -0.778, 0.010], [4.064, -0.490, 2.314], [3.802, -1.809, 2.066], [4.733, -2.755, 2.465], [4.487, -4.097, 2.224], [3.318, -4.504, 1.593], [2.397, -3.555, 1.179], [2.639, -2.205, 1.402], [1.709, -1.134, 0.908], [0.613, -1.643, 0.184], [1.205, -0.336, 2.010], [0.061, 0.348, 1.503], [-0.320, 1.374, 2.292], [-1.533, 2.041, 2.159], [-2.747, 1.203, 0.913], [-2.007, 3.196, 2.747], [-1.256, 4.158, 3.536], [-1.979, 5.023, 4.372], [-1.338, 5.970, 5.149], [0.046, 6.090, 5.105], [0.776, 5.260, 4.265], [0.138, 4.307, 3.489], [3.220, -0.017, 2.384], [5.630, -2.425, 2.971], [5.214, -4.834, 2.541], [3.129, -5.555, 1.420], [1.488, -3.850, 0.670], [2.262, -0.458, 0.239], [0.899, -0.977, 2.744], [0.340, 1.667, 3.100], [-3.065, 3.401, 2.640], [-3.058, 4.936, 4.412], [-1.918, 6.618, 5.792], [0.549, 6.829, 5.713], [1.853, 5.359, 4.212], [0.728, 3.701, 2.816], [-2.520, -2.111, 4.018], [-2.523, -3.504, 3.929], [-2.110, -4.087, 2.761], [-1.715, -3.291, 1.674], [-1.732, -1.942, 1.754], [-2.122, -1.389, 2.924], [-1.268, -3.980, 0.570], [-1.279, -3.505, -0.622], [-1.741, -2.269, -1.055], [-1.725, -2.270, -2.471], [-2.187, -1.431, -3.302], [-3.042, -0.363, -3.002], [-3.313, 0.507, -4.061], [-4.252, 1.502, -3.892], [-4.927, 1.581, -2.680], [-4.585, 0.680, -1.688], [-3.639, -0.252, -1.815], [-1.046, -3.512, -2.906], [-0.718, -3.962, -4.171], [-0.082, -5.194, -4.261], [0.188, -5.955, -3.121], [-0.172, -5.506, -1.858], [-0.785, -4.268, -1.781], [-2.813, -1.595, 4.921], [-2.831, -4.112, 4.769], [-2.067, -5.158, 2.630], [-2.101, -0.313, 2.977], [-2.796, 0.357, -4.998], [-4.479, 2.187, -4.699], [-5.702, 2.314, -2.506], [-5.106, 0.706, -0.736], [-0.953, -3.375, -5.049], [0.201, -5.580, -5.232], [0.677, -6.914, -3.230], [0.011, -6.093, -0.968], [0.928, -1.123, -3.018], [1.318, 0.228, -2.656], [2.221, 0.935, -3.665], [2.695, 2.345, -3.294], [3.143, 2.531, -1.842], [2.037, 2.688, -0.885], [1.188, 3.710, -0.891], [1.458, 4.809, -1.598], [0.099, 3.665, -0.131], [0.061, 1.026, -2.302], [-0.269, 2.042, -2.865], [-0.608, 0.529, -1.276], [1.715, -1.759, -3.002], [0.502, -1.158, -3.937], [1.864, 0.133, -1.710], [1.707, 0.983, -4.627], [3.092, 0.287, -3.804], [1.898, 3.052, -3.522], [3.541, 2.604, -3.934], [3.804, 3.396, -1.742], [3.726, 1.678, -1.494], [1.779, 1.901, -0.306], [2.251, 4.839, -2.213], [0.757, 5.519, -1.713], [-0.217, 2.780, 0.242], [-0.587, 4.398, -0.173]],
  "lumo_energy_ha": [-0.1089, -0.1157],
  "homo_energy_ha": [-0.3212, -0.3788],
  "total_charge": 1,
  "spin_multiplicity": 2
}

#B
{
  "formula": "C40H40BrN11O4Ti",
  "method": "wB97M-V/def2-TZVPD",
  "elements": ["Ti", "O", "C", "C", "C", "C", "C", "C", "C", "O", "N", "N", "C", "C", "Br", "C", "C", "C", "C", "C", "C", "C", "H", "H", "H", "H", "H", "H", "H", "H", "H", "H", "H", "H", "H", "H", "C", "C", "C", "C", "N", "C", "N", "C", "N", "C", "N", "C", "C", "C", "C", "C", "N", "C", "C", "C", "C", "C", "C", "H", "H", "H", "H", "H", "H", "H", "H", "H", "H", "H", "H", "N", "C", "C", "C", "C", "N", "C", "N", "N", "C", "O", "O", "H", "H", "H", "H", "H", "H", "H", "H", "H", "H", "H", "H", "H", "H"],
  "positions_angstrom": [[0.785, -0.549, -0.764], [-1.619, -3.984, -0.713], [-2.786, -3.458, -0.295], [-3.775, -4.346, 0.139], [-5.002, -3.885, 0.569], [-5.288, -2.521, 0.558], [-4.317, -1.646, 0.111], [-3.057, -2.091, -0.296], [-2.061, -1.072, -0.796], [-0.837, -1.555, -1.096], [-1.987, 0.100, 0.162], [-0.644, 0.414, 0.556], [-0.610, 1.285, 1.483], [0.523, 1.750, 2.287], [2.133, 0.803, 2.332], [0.281, 2.847, 3.028], [1.121, 3.598, 3.962], [2.071, 3.003, 4.796], [2.800, 3.782, 5.678], [2.605, 5.155, 5.729], [1.656, 5.754, 4.912], [0.906, 4.976, 4.047], [-1.037, -3.246, -0.985], [-3.545, -5.403, 0.124], [-5.749, -4.594, 0.903], [-6.255, -2.156, 0.876], [-4.544, -0.583, 0.067], [-2.503, -0.644, -1.724], [-2.473, -0.178, 1.012], [-1.555, 1.733, 1.797], [-0.704, 3.286, 2.889], [2.222, 1.935, 4.774], [3.525, 3.317, 6.332], [3.184, 5.758, 6.415], [1.494, 6.823, 4.959], [0.152, 5.440, 3.422], [-2.388, -2.150, 3.290], [-2.197, -3.491, 2.949], [-0.994, -3.877, 2.412], [-0.002, -2.904, 2.189], [-0.192, -1.618, 2.470], [-1.357, -1.276, 3.032], [1.251, -3.365, 1.837], [2.149, -2.874, 1.092], [2.122, -1.827, 0.145], [3.409, -1.617, -0.295], [3.949, -0.682, -1.013], [3.482, 0.554, -1.315], [4.376, 1.411, -1.999], [4.071, 2.734, -2.150], [2.873, 3.233, -1.613], [2.022, 2.339, -1.021], [2.283, 1.020, -0.923], [4.296, -2.644, 0.292], [5.652, -2.866, 0.136], [6.205, -3.909, 0.866], [5.424, -4.687, 1.723], [4.066, -4.445, 1.878], [3.526, -3.411, 1.135], [-3.303, -1.805, 3.751], [-2.973, -4.223, 3.130], [-0.776, -4.906, 2.167], [-1.451, -0.228, 3.320], [5.302, 0.987, -2.357], [4.760, 3.396, -2.658], [2.619, 4.282, -1.661], [1.068, 2.655, -0.610], [6.243, -2.253, -0.531], [7.262, -4.126, 0.774], [5.891, -5.492, 2.274], [3.446, -5.034, 2.540], [-0.219, 0.868, -2.474], [-0.348, 0.008, -3.667], [-0.557, 0.749, -4.977], [-1.703, 1.755, -5.043], [-3.078, 1.207, -4.675], [-3.325, 1.207, -3.224], [-3.585, 2.280, -2.488], [-4.014, 3.398, -3.078], [-3.433, 2.247, -1.160], [0.917, -0.883, -3.730], [1.347, -1.258, -4.800], [1.411, -1.123, -2.568], [-1.097, 1.339, -2.279], [0.462, 1.602, -2.654], [-1.174, -0.684, -3.466], [-0.675, -0.005, -5.756], [0.374, 1.267, -5.229], [-1.753, 2.139, -6.063], [-1.498, 2.628, -4.411], [-3.199, 0.175, -5.003], [-3.883, 1.759, -5.164], [-3.137, 0.354, -2.717], [-4.270, 3.401, -4.049], [-4.250, 4.208, -2.533], [-2.819, 1.567, -0.674], [-3.719, 3.046, -0.619]],
  "lumo_energy_ha": [-0.1110, -0.1116],
  "homo_energy_ha": [-0.3590, -0.3709],
  "total_charge": 1,
  "spin_multiplicity": 2
}

The most stable arrangement is #A, and the next structure is 0.0109 hartree less stable.

#A
{
  "formula": "C10H20",
  "method": "wB97M-V/def2-TZVPD",
  "elements": ["C", "C", "C", "C", "C", "H", "H", "H", "H", "H", "H", "H", "H", "H", "H", "C", "C", "C", "C", "C", "H", "H", "H", "H", "H", "H", "H", "H", "H", "H"],
  "positions_angstrom": [[-2.776, 2.435, -1.198], [-1.944, 1.654, -0.510], [-1.846, 1.767, 1.016], [-0.989, 0.723, -1.310], [0.542, 0.873, -1.108], [-3.491, 3.165, -0.800], [-2.698, 2.339, -2.287], [-0.843, 2.160, 1.255], [-1.895, 0.712, 1.334], [-2.594, 2.342, 1.586], [-1.111, 0.771, -2.409], [-1.316, -0.281, -0.978], [0.975, 1.694, -1.703], [0.995, -0.077, -1.437], [0.797, 1.036, -0.047], [1.776, -2.854, -0.715], [1.681, -1.842, 0.161], [2.671, -0.641, 0.295], [0.580, -1.894, 1.223], [-0.371, -0.643, 1.338], [2.616, -2.831, -1.419], [1.109, -3.723, -0.746], [3.200, -0.588, -0.671], [3.404, -0.873, 1.086], [2.225, 0.346, 0.507], [1.117, -1.918, 2.190], [-0.013, -2.826, 1.144], [0.227, 0.264, 1.529], [-1.013, -0.831, 2.215], [-1.016, -0.461, 0.462]],
  "smiles": "C=C(C)CC.C=C(C)CC",
  "lumo_energy_ha": 0.0328,
  "homo_energy_ha": -0.3343
}

#B
{
  "formula": "C10H20",
  "method": "wB97M-V/def2-TZVPD",
  "elements": ["C", "C", "C", "C", "C", "H", "H", "H", "H", "H", "H", "H", "H", "H", "H", "C", "C", "C", "C", "C", "H", "H", "H", "H", "H", "H", "H", "H", "H", "H"],
  "positions_angstrom": [[-2.052, 1.264, 0.468], [-2.027, -0.107, 1.278], [-2.835, -0.977, 0.293], [-2.110, -0.709, -0.868], [-2.039, 0.795, -0.909], [-2.956, 2.088, 0.763], [-1.146, 1.671, 0.957], [-2.313, -0.240, 2.414], [-1.046, -0.640, 0.774], [-3.864, -0.898, -0.043], [-2.563, -2.062, 0.672], [-2.957, -1.128, -1.497], [-1.284, -1.262, -0.880], [-2.974, 1.233, -1.419], [-1.331, 1.330, -1.649], [1.957, -0.346, -1.307], [2.185, 1.210, -0.626], [2.225, 0.839, 0.857], [2.800, -0.598, 1.023], [1.974, -1.299, -0.211], [1.029, -0.346, -1.809], [2.855, -0.249, -2.050], [1.463, 2.052, -0.651], [3.312, 1.379, -0.999], [1.186, 0.933, 1.304], [2.750, 1.533, 1.496], [2.397, -1.200, 1.975], [3.895, -0.720, 0.847], [1.021, -1.375, 0.210], [2.448, -2.170, -0.411]],
  "smiles": "C1CCCC1.C1CCCC1",
  "lumo_energy_ha": 0.0381,
  "homo_energy_ha": -0.3732
}

The most stable arrangement is #A, and the next structure is 0.1033 hartree less stable.